{"formula": "C3H4NOP", "method": "wB97M-V/def2-TZVPD", "homo_ev": [-9.84, -9.74], "orbital_gap_ev": [7.2, 8.9], "largest_force_ev_per_a": 2.11, "multiplicity": 1, "elements": ["C", "C", "C", "N", "O", "P", "H", "H", "H", "H"], "xyz": [[1.584, -1.239, 0.371], [0.146, 1.064, -0.220], [-0.847, 0.297, 0.616], [1.534, -1.950, 1.280], [0.086, 2.168, -0.677], [1.575, 0.004, -0.845], [-1.074, 0.679, 1.680], [-0.558, -0.761, 0.377], [-1.812, 0.598, 0.163], [-0.634, -0.860, -2.745]], "forces_ev_per_a": [[-0.107, -0.051, 0.607], [0.320, -0.733, 0.417], [-1.241, 1.009, -0.021], [0.195, -0.310, -0.033], [-0.182, 0.315, 0.203], [0.602, 0.530, -1.149], [1.238, -1.075, -1.335], [-1.246, 0.892, 1.324], [0.228, -0.619, -0.177], [0.192, 0.041, 0.165]], "lowdin_charge": [-0.59, -0.72, -0.10, 0.10, 0.01, 0.96, 0.13, 0.04, 0.09, 0.08]}

***

{"formula": "C2H3NO2S", "method": "wB97M-V/def2-TZVPD", "homo_ev": [-8.32, -8.32], "orbital_gap_ev": [5.9, 5.9], "largest_force_ev_per_a": 2.80, "multiplicity": 1, "elements": ["C", "C", "N", "O", "O", "S", "H", "H", "H"], "xyz": [[-0.686, -0.416, -0.333], [0.595, 0.289, -0.687], [-0.911, -0.586, 0.875], [-1.552, -1.049, 1.814], [1.453, 0.373, 0.352], [0.973, 1.287, 1.675], [-1.217, -0.723, -1.336], [1.001, -0.482, -1.362], [0.344, 1.307, -0.997]], "forces_ev_per_a": [[-0.966, -0.226, -1.073], [0.178, 0.076, -0.212], [-1.440, -0.090, 2.401], [0.788, 0.585, -2.031], [1.655, 0.321, 1.333], [-1.071, -1.670, -1.447], [0.388, 0.061, 2.600], [0.459, 1.146, -0.600], [0.008, -0.203, -0.973]], "lowdin_charge": [-0.11, -0.36, -0.09, 0.03, -0.65, 0.72, 0.19, 0.14, 0.12]}

***

{"formula": "C2H7N2NaO4S", "method": "wB97M-V/def2-TZVPD", "homo_ev": -9.66, "orbital_gap_ev": 9.7, "largest_force_ev_per_a": 1.77, "multiplicity": 1, "elements": ["Na", "N", "C", "N", "O", "H", "H", "H", "H", "C", "S", "O", "O", "O", "H", "H", "H"], "xyz": [[0.222, 0.566, 0.000], [0.917, -0.080, 4.013], [1.124, 0.149, 2.685], [2.392, 0.008, 2.229], [0.181, 0.461, 1.949], [1.681, -0.098, 4.664], [0.016, 0.190, 4.365], [3.072, -0.476, 2.787], [2.496, -0.090, 1.221], [1.716, -1.297, -3.066], [1.666, 0.141, -2.005], [0.258, 0.574, -1.979], [2.592, 1.118, -2.508], [1.998, -0.342, -0.642], [1.590, -0.947, -4.087], [0.899, -1.948, -2.769], [2.679, -1.785, -2.940]], "forces_ev_per_a": [[-1.296, 0.548, 0.394], [-0.015, 0.049, -0.041], [0.017, -0.137, 0.247], [-0.051, -0.081, -0.142], [0.136, -0.087, 1.761], [0.034, 0.008, -0.015], [-0.007, 0.010, 0.014], [-0.023, 0.020, 0.075], [0.036, 0.075, -0.002], [-0.005, 0.411, 0.276], [0.345, -0.180, -0.467], [0.113, 0.011, -1.648], [0.038, -0.114, -0.160], [0.665, -0.429, -0.232], [-0.030, -0.042, -0.005], [0.036, -0.070, -0.045], [0.007, 0.010, -0.010]], "lowdin_charge": [0.51, 0.17, -0.62, 0.19, -0.03, 0.10, 0.11, 0.11, 0.07, -0.13, 0.43, -0.39, -0.31, -0.41, 0.07, 0.06, 0.06]}

***

{"formula": "C38H44OOsP2", "method": "wB97M-V/def2-TZVPD", "s2": 6.0384, "homo_ev": [-11.71, -13.60], "orbital_gap_ev": [6.2, 5.2], "largest_force_ev_per_a": 7.95, "charge": 2, "multiplicity": 5, "elements": ["Os", "C", "C", "C", "C", "C", "C", "C", "C", "C", "H", "H", "H", "H", "H", "H", "H", "H", "H", "H", "H", "H", "H", "H", "H", "P", "P", "C", "C", "C", "C", "C", "C", "C", "C", "C", "C", "C", "C", "C", "C", "C", "C", "C", "C", "C", "C", "C", "C", "C", "C", "C", "C", "H", "H", "H", "H", "H", "H", "H", "H", "H", "H", "H", "H", "H", "H", "H", "H", "H", "H", "H", "H", "H", "H", "C", "C", "C", "O", "H", "H", "H", "H", "H", "H", "H"], "xyz": [[-0.586, 0.923, -4.142], [-2.034, 1.419, -5.316], [-1.879, -0.024, -5.344], [-1.052, -0.740, -6.383], [0.346, -0.081, -6.614], [0.864, 0.736, -5.461], [0.601, 2.135, -5.206], [-0.209, 2.948, -6.161], [-1.551, 2.320, -6.427], [1.524, -0.113, -0.382], [-2.950, 1.792, -4.798], [-2.673, -0.626, -4.905], [-1.610, -0.844, -7.338], [-0.893, -1.803, -6.111], [1.093, -0.885, -6.743], [0.310, 0.446, -7.578], [1.815, 0.351, -5.022], [1.481, 2.676, -4.794], [0.365, 3.116, -7.076], [-0.348, 3.977, -5.805], [-2.311, 3.123, -6.482], [-1.572, 1.808, -7.394], [0.905, 0.764, -0.248], [2.425, -0.135, 0.260], [0.920, -0.978, -0.134], [-1.518, -0.945, -1.769], [2.134, -0.278, -2.024], [-0.326, -1.455, -3.084], [1.032, -1.108, -3.140], [-2.391, -2.504, -1.520], [-3.166, -3.249, -2.423], [-3.893, -4.341, -1.927], [-3.824, -4.718, -0.589], [-2.966, -4.030, 0.258], [-2.223, -2.949, -0.197], [-2.905, 0.118, -2.334], [-2.671, 1.529, -2.148], [-3.764, 2.410, -2.144], [-5.072, 1.946, -2.365], [-5.283, 0.593, -2.593], [-4.220, -0.315, -2.546], [3.544, -1.384, -1.873], [3.263, -2.713, -1.508], [4.270, -3.497, -0.954], [5.563, -2.974, -0.811], [5.857, -1.680, -1.266], [4.841, -0.872, -1.786], [2.745, 1.292, -2.748], [2.221, 2.445, -2.158], [2.697, 3.700, -2.557], [3.698, 3.821, -3.509], [4.274, 2.671, -4.044], [3.776, 1.405, -3.706], [-0.643, -2.324, -3.695], [1.585, -1.626, -3.926], [-3.249, -2.960, -3.475], [-4.543, -4.892, -2.592], [-4.423, -5.547, -0.200], [-2.872, -4.309, 1.299], [-1.540, -2.406, 0.455], [-1.682, 1.906, -2.514], [-3.650, 3.499, -2.029], [-5.918, 2.631, -2.427], [-6.278, 0.207, -2.827], [-4.411, -1.368, -2.686], [2.249, -3.112, -1.592], [4.036, -4.491, -0.571], [6.334, -3.563, -0.306], [6.862, -1.261, -1.160], [5.039, 0.161, -2.066], [1.486, 2.336, -1.376], [2.304, 4.590, -2.074], [4.093, 4.802, -3.790], [5.179, 2.740, -4.682], [4.233, 0.498, -4.104], [-1.190, 1.308, 1.953], [-1.837, 0.595, 0.775], [-3.335, 0.415, 0.816], [-1.360, 1.047, -0.444], [-1.474, 2.370, 1.987], [-0.103, 1.209, 1.884], [-1.504, 0.837, 2.890], [-1.386, -0.421, 0.791], [-3.845, 1.360, 0.618], [-3.659, -0.322, 0.072], [-3.656, 0.019, 1.785]], "forces_ev_per_a": [[1.983, -2.539, 7.270], [-2.125, 0.618, -1.530], [-0.506, -0.433, -0.999], [0.085, -0.681, -0.888], [0.163, -0.987, -1.151], [1.495, -0.261, -0.979], [1.352, 0.890, -1.127], [0.475, 1.085, -0.602], [-1.525, 0.741, -1.034], [0.150, 0.287, 0.745], [0.606, -0.361, -0.345], [0.112, 0.116, 0.087], [0.305, 0.371, 0.335], [-0.159, 0.539, 0.307], [-0.445, 0.208, -0.245], [0.238, 0.209, 0.401], [-0.798, 0.491, -0.626], [-0.852, -0.384, 0.273], [-0.094, -0.228, -0.215], [0.047, -0.273, 0.402], [0.393, -0.319, -0.373], [-0.058, -0.013, 0.143], [0.066, 0.199, 0.208], [-0.521, 0.309, -0.116], [-0.022, -0.336, -0.033], [-0.594, -0.900, -2.843], [1.117, -0.606, -2.218], [-0.542, 1.134, 0.479], [-0.348, 0.132, 0.067], [0.618, -0.374, 1.330], [-0.184, -0.044, 0.411], [0.170, 0.228, -0.296], [0.157, 0.168, 0.062], [0.231, -0.021, 0.408], [-0.660, -0.155, -0.562], [-0.461, 0.837, 0.510], [-0.173, -0.377, -1.459], [-0.825, 0.627, -0.107], [0.634, 0.090, 0.157], [0.032, -0.443, -0.276], [0.654, 0.210, 0.089], [-0.055, -0.125, 0.199], [0.175, 0.166, 0.194], [0.158, 0.147, 0.070], [-0.069, 0.322, -0.094], [-0.090, -0.126, 0.122], [0.121, -0.300, 0.359], [-0.022, 0.168, 0.756], [0.635, 0.190, -0.557], [-0.456, 0.067, 0.379], [0.296, 0.002, 0.133], [0.394, -0.692, -0.381], [-0.059, 0.011, 0.359], [-0.110, 0.710, 0.401], [0.034, 0.296, 0.081], [0.021, -0.146, 0.323], [0.057, -0.013, -0.116], [0.222, 0.311, -0.252], [-0.040, -0.170, -0.001], [-0.263, -0.256, 0.087], [-0.499, 0.188, 1.274], [0.315, -0.641, -0.117], [0.335, -0.060, 0.174], [0.286, 0.222, 0.135], [-0.179, 0.093, 0.148], [0.265, 0.130, 0.021], [0.118, 0.225, -0.246], [-0.245, 0.183, -0.308], [-0.341, -0.271, -0.058], [0.095, -0.338, 0.208], [-0.140, 0.375, 0.063], [0.004, -0.116, -0.134], [-0.225, -0.391, 0.175], [-0.920, -0.036, 0.302], [-0.094, 0.346, -0.048], [-0.315, 0.736, -0.102], [0.918, -1.753, 1.037], [-0.688, -0.186, 0.061], [0.354, 0.488, -0.828], [0.177, -0.252, 0.050], [-0.132, 0.191, 0.025], [-0.040, 0.039, -0.213], [-0.465, 0.029, 0.507], [0.006, -0.006, 0.091], [0.073, 0.242, 0.148], [0.196, 0.244, -0.086]], "lowdin_charge": [1.32, -0.35, -0.31, -0.18, -0.16, -0.35, -0.31, -0.20, -0.19, -0.15, 0.12, 0.10, 0.13, 0.11, 0.12, 0.12, 0.08, 0.10, 0.13, 0.12, 0.13, 0.12, 0.02, 0.10, 0.06, 1.17, 0.98, -0.34, -0.33, -0.36, -0.09, -0.04, -0.04, -0.05, -0.10, -0.35, -0.16, -0.03, -0.03, -0.01, -0.06, -0.32, -0.08, -0.05, -0.04, -0.04, -0.07, -0.32, -0.09, -0.06, -0.05, -0.04, -0.09, 0.10, 0.10, 0.12, 0.12, 0.13, 0.12, 0.09, 0.08, 0.13, 0.13, 0.13, 0.09, 0.11, 0.12, 0.12, 0.12, 0.10, 0.09, 0.12, 0.13, 0.13, 0.12, -0.01, -0.55, -0.01, -0.13, 0.10, 0.07, 0.10, 0.09, 0.10, 0.07, 0.11]}

***

{"formula": "C2H5N3S", "method": "wB97M-V/def2-TZVPD", "smiles": "N#[N+][S-].[H]/N=C\\C", "homo_ev": -9.33, "orbital_gap_ev": 10.0, "largest_force_ev_per_a": 4.64, "multiplicity": 1, "elements": ["C", "C", "N", "N", "N", "S", "H", "H", "H", "H", "H"], "xyz": [[-0.462, -0.339, -0.360], [-1.729, 0.305, 0.189], [1.771, 1.445, -0.394], [2.561, 0.713, -0.076], [0.217, -1.343, 0.077], [3.657, -0.305, 0.167], [-0.247, 0.069, -1.316], [-1.774, 0.040, 1.238], [-2.360, -0.214, -0.494], [-1.819, 1.344, 0.003], [0.185, -1.714, 0.967]], "forces_ev_per_a": [[0.204, -1.355, 2.139], [2.113, -1.421, 0.344], [0.431, -0.220, 0.635], [-2.291, 2.284, -1.443], [0.346, 2.606, -3.826], [2.040, -1.923, 0.827], [0.620, -0.109, -1.158], [-0.814, -0.011, 0.114], [-1.629, -0.365, 0.084], [0.149, 1.019, -0.100], [-1.169, -0.504, 2.385]], "lowdin_charge": [-0.33, -0.06, 0.17, -0.80, 0.09, 0.66, 0.07, 0.07, 0.07, 0.06, 0.01]}

***

{"formula": "C7H10", "method": "wB97M-V/def2-TZVPD", "smiles": "C#CC(=C)C.C=C", "homo_ev": -9.01, "orbital_gap_ev": 9.8, "largest_force_ev_per_a": 1.23, "multiplicity": 1, "elements": ["C", "C", "C", "C", "C", "C", "C", "H", "H", "H", "H", "H", "H", "H", "H", "H", "H"], "xyz": [[-0.788, 1.051, -1.711], [-1.008, 1.382, -0.443], [0.446, -0.365, 0.700], [1.321, -0.339, -0.514], [0.904, 0.199, 1.817], [-0.613, -1.342, 0.732], [-1.444, -2.215, 0.758], [-0.063, 1.585, -2.318], [-1.312, 0.226, -2.190], [0.744, -0.206, -1.432], [-0.431, 2.158, 0.049], [-1.786, 0.911, 0.145], [1.843, -1.299, -0.500], [2.049, 0.477, -0.442], [1.676, 0.962, 1.756], [0.594, -0.155, 2.788], [-2.132, -3.030, 0.804]], "forces_ev_per_a": [[-0.648, 0.582, 0.025], [-0.581, 0.641, -0.577], [0.845, -0.717, 0.528], [0.076, -0.052, -0.359], [-0.061, -0.050, 0.161], [-0.116, -0.567, 0.122], [0.362, 0.280, -0.017], [-0.010, -0.115, 0.086], [-0.067, 0.192, 0.056], [0.521, -0.506, 0.195], [-0.175, 0.056, -0.124], [0.103, -0.030, -0.018], [0.150, 0.105, -0.275], [-0.079, -0.176, -0.018], [0.075, -0.307, 0.103], [-0.420, 0.448, 0.151], [0.024, 0.216, -0.039]], "lowdin_charge": [-0.11, -0.11, -0.45, -0.08, 0.06, -0.12, 0.14, 0.06, 0.07, 0.04, 0.07, 0.06, 0.10, 0.09, 0.07, 0.07, 0.03]}